Entry 1:
Computed, not measured: a 3-piece molecular cluster, CClNO2S2 overall in a non-equilibrium geometry, with ωB97M-V/def2-TZVPD.

The geometry in XYZ format:
```
7
CClNO2S2 | the Open Molecules 2025 dataset | ωB97M-V/def2-TZVPD
C -2.753 -1.982 -0.408
N -2.064 -1.204 0.124
O -0.587 1.658 0.175
O 1.036 0.800 -1.396
S -3.554 -3.210 -1.127
S 0.289 0.512 -0.198
Cl 7.633 3.425 2.831
```

The calculation puts the energy above the lowest of the compared OMol25 structures with the same formula, charge and spin at 18.26 kcal per mole. The calculation puts the highest occupied orbital energy at -2.12 eV. The net charge is -2. As for the multiplicity: 1.

---

Entry 2:
Computed, not measured: one molecule with the formula CClNS in a non-equilibrium geometry, with ωB97M-V/def2-TZVPD.

The geometry in XYZ format:
```
4
CClNS | the Open Molecules 2025 dataset | ωB97M-V/def2-TZVPD
C 0.024 0.097 -0.042
N -0.814 0.951 0.044
S -1.327 -0.910 0.000
Cl 2.117 -0.138 -0.001
```

The calculation puts the energy above the lowest of the compared OMol25 structures with the same formula, charge and spin at 54.56 kcal per mole. Its SMILES is ClC1=NS1. The calculation puts the highest occupied orbital energy at -9.77 eV. The net charge is 0. As for the multiplicity: 1.

---

Entry 3:
Computed, not measured: a 2-piece molecular cluster, CClO2S overall in a non-equilibrium geometry, with ωB97M-V/def2-TZVPD.

The geometry in XYZ format:
```
5
CClO2S | the Open Molecules 2025 dataset | ωB97M-V/def2-TZVPD
C -1.449 0.076 -0.047
O -1.568 -0.799 -0.777
O -1.575 0.920 0.768
S 1.454 -0.489 0.466
Cl 3.137 0.292 -0.411
```

The calculation puts the energy above the lowest of the compared OMol25 structures with the same formula, charge and spin at 2.40 kcal per mole. The calculation puts the highest occupied orbital energy at -2.82 eV. The net charge is -1. As for the multiplicity: 1.